Record 1
Computed, not measured: the molecule C8H10N2S2 in a non-equilibrium geometry, with the ωB97M-V functional and the def2-TZVPD basis.

Properties
Frontier orbital gap: 9.416 eV
Multiplicity: 1
SMILES: CC1=N[C@H](c2nccs2)[C@@H](C)S1
Largest force on an atom: 4.46 eV/Å

Each line ends with the Löwdin charge.
Positions of all 22 atoms, in Å:
C: -2.310 0.828 1.929  -0.091
C: -1.342 0.410 0.915  -0.700
N: -0.737 -0.704 0.779  0.040
C: 0.159 -0.815 -0.241  -0.396
C: 1.550 -0.959 0.352  -0.579
N: 2.391 -0.032 0.248  0.049
C: 3.452 -0.297 1.058  -0.230
C: 3.332 -1.419 1.831  -0.409
S: 1.846 -2.197 1.510  1.067
C: 0.141 0.458 -1.171  -0.525
C: -0.389 0.165 -2.524  -0.157
S: -1.049 1.592 -0.281  1.009
H: -2.695 1.832 1.888  0.066
H: -1.722 0.613 2.871  0.114
H: -3.084 0.088 1.905  0.079
H: -0.150 -1.651 -0.898  0.146
H: 4.222 0.460 1.259  0.112
H: 4.151 -1.725 2.439  0.058
H: 1.152 0.820 -1.256  0.082
H: -0.292 1.022 -3.191  0.070
H: -1.499 -0.151 -2.515  0.112
H: 0.274 -0.559 -3.014  0.084


Record 2
Computed, not measured: a structure of composition C20H22NO in a non-equilibrium geometry, with the ωB97M-V functional and the def2-TZVPD basis.

Properties
Frontier orbital gap: 7.008 eV
Multiplicity: 1
Largest force on an atom: 17.99 eV/Å
Net charge: +1

Each line ends with the Löwdin charge.
Positions of all 44 atoms, in Å:
C: 2.657 2.915 1.134  -0.027
H: 3.632 2.714 1.342  0.082
H: 2.611 3.640 0.297  0.131
H: 2.086 3.163 1.893  0.054
O: 2.401 1.827 0.289  -0.077
C: 1.119 1.759 -0.109  -0.424
C: 0.795 0.665 -0.701  -0.053
C: -0.400 0.335 -1.609  -0.020
C: -0.765 -0.779 -2.350  -0.005
C: -2.105 -0.755 -2.924  -0.133
C: -3.015 0.044 -2.648  -0.133
C: -2.562 1.214 -2.016  -0.033
C: -1.343 1.597 -1.534  -0.220
C: -1.116 2.526 -0.632  -0.042
C: 0.235 2.701 -0.178  -0.016
H: 0.414 3.673 0.605  0.191
H: -1.804 3.575 -0.591  0.197
H: -3.376 2.226 -1.809  0.193
H: -4.066 0.043 -3.284  0.192
H: -2.389 -1.679 -3.361  0.111
H: -0.078 -1.562 -2.524  0.082
C: 1.824 -0.644 -0.702  -0.059
H: 1.391 -1.575 -1.324  0.145
N: 2.259 -0.952 0.645  -0.004
H: 3.304 -1.621 0.212  0.355
H: 2.355 -0.036 0.868  0.097
C: 1.443 -1.664 1.248  -0.404
C: -0.038 -1.453 1.304  -0.224
C: -1.026 -1.818 0.762  -0.101
C: -2.368 -1.257 0.725  -0.096
C: -2.539 -0.283 1.395  -0.115
C: -1.396 0.407 2.030  -0.081
C: -0.274 -0.180 2.088  -0.059
H: 0.629 0.413 2.619  0.169
H: -1.621 1.367 2.721  0.170
H: -3.611 0.089 1.506  0.153
H: -3.063 -1.829 -0.002  0.167
H: -1.034 -2.727 0.285  0.109
C: 1.551 -3.314 0.826  0.019
H: 0.953 -4.032 1.562  0.136
H: 1.120 -3.264 -0.165  0.052
H: 2.568 -3.635 1.182  0.087
H: 1.900 -1.748 2.374  0.211
H: 2.741 -0.086 -1.450  0.223


Record 3
Computed, not measured: the ion C4H11N2O with charge -1 in a non-equilibrium geometry, with the ωB97M-V functional and the def2-TZVPD basis.

Properties
Frontier orbital gap: 7.084 eV
Multiplicity: 1
SMILES: C[C@H](N)CNC[O-]
Largest force on an atom: 4.98 eV/Å
Net charge: -1

Each line ends with the Löwdin charge.
Positions of all 18 atoms, in Å:
C: -0.080 0.133 2.135  -0.091
C: -0.283 0.806 0.764  -0.503
N: -1.474 0.510 0.098  -0.050
C: 0.934 0.702 -0.288  -0.235
N: 1.181 -0.564 -0.951  -0.083
C: 0.172 -0.896 -2.066  -0.531
O: -0.966 -1.415 -1.685  -0.308
H: 0.425 0.626 2.884  0.009
H: -1.065 -0.317 2.607  0.099
H: 0.540 -0.748 2.111  0.042
H: -0.381 1.988 0.771  0.122
H: -1.374 -0.362 -0.663  0.058
H: -2.306 0.277 0.631  0.035
H: 0.676 1.359 -1.051  0.061
H: 1.839 0.870 0.399  0.110
H: 1.355 -1.361 -0.348  0.078
H: 0.816 -1.678 -2.512  0.059
H: -0.005 0.070 -2.836  0.127


Calculated values (kJ/mol) of ΔE to the lowest compared entry with this formula, charge and spin for the records, taken in order: 145.0 1595.3 217.3.
Calculated values (eV) of HOMO for the records, taken in order: -8.63 -10.88 -2.98.